(1)
{"formula": "C3H5N3O", "method": "the ωB97M-V functional and the def2-TZVPD basis", "species": ["H", "N", "H", "N", "N", "C", "H", "C", "C", "H", "H", "O"], "coordinates": [[2.513, 0.351, 0.700], [1.673, 0.094, 1.186], [-0.184, -1.458, -1.881], [-0.211, -1.507, -0.869], [-0.050, 1.559, 1.090], [0.424, 0.423, 0.668], [-0.881, -2.221, -0.601], [-1.522, 0.587, -0.359], [-0.457, -0.254, -0.253], [-2.412, 0.449, -0.978], [1.746, -0.408, 2.053], [-1.371, 1.673, 0.399]], "atomic_forces_ev_per_a": [[-0.15, -0.10, 0.06], [0.23, -0.59, -0.14], [0.03, 0.06, 0.18], [-0.08, -0.14, -0.13], [-2.27, 0.12, -1.21], [-0.01, 0.51, 0.30], [0.13, 0.17, 0.02], [0.51, -0.42, 0.02], [-0.01, 0.18, 0.09], [0.22, 0.42, 0.43], [0.01, 0.09, -0.21], [1.40, -0.30, 0.59]], "nbo_charge": [0.399, -0.877, 0.372, -0.835, -0.104, 0.286, 0.372, 0.146, -0.039, 0.203, 0.399, -0.323], "orbital_gap_ev": 10.351, "homo_ev": -9.5, "relative_energy_kcal_mol": 64.88, "smiles": "Nc1conc1N", "e_lumo_ev": 0.8}


(2)
{"formula": "C3H5N3O", "method": "the ωB97M-V functional and the def2-TZVPD basis", "species": ["N", "C", "C", "C", "H", "H", "H", "N", "N", "O", "H", "H"], "coordinates": [[-0.433, -1.604, -0.614], [-0.133, -0.539, -0.949], [0.178, 0.782, -1.531], [-0.214, -0.545, 2.145], [-0.210, 1.314, 2.475], [-0.616, 1.485, -1.242], [-0.425, 0.201, -3.277], [-0.207, -1.715, 2.485], [-0.072, 0.615, 1.754], [0.339, 0.677, -2.925], [1.117, 1.158, -1.118], [-1.055, -2.260, 2.418]], "atomic_forces_ev_per_a": [[0.27, 1.00, -0.38], [-0.30, -0.97, 0.22], [0.03, 0.04, 0.28], [0.05, -0.11, 0.19], [-0.01, 0.08, -0.05], [0.11, -0.16, -0.04], [0.16, 0.12, -0.05], [0.06, 0.61, -0.12], [-0.04, -0.48, 0.21], [-0.18, -0.03, -0.17], [-0.13, -0.11, 0.00], [-0.02, -0.01, -0.08]], "nbo_charge": [-0.339, 0.264, -0.163, 0.670, 0.396, 0.208, 0.474, -0.694, -0.770, -0.683, 0.231, 0.407], "orbital_gap_ev": 11.279, "homo_ev": -10.6, "relative_energy_kcal_mol": 50.61, "smiles": "N#CCO.N=C=N", "e_lumo_ev": 0.7}


(3)
{"formula": "C3H5N3O", "method": "the ωB97M-V functional and the def2-TZVPD basis", "species": ["C", "H", "C", "N", "N", "H", "N", "O", "C", "H", "H", "H"], "coordinates": [[-1.189, -0.306, 0.593], [0.454, -1.379, 1.480], [0.897, -0.056, -0.093], [0.116, -0.786, 0.739], [0.213, 0.823, -0.786], [2.685, 0.453, -0.757], [2.282, -0.220, -0.116], [-2.037, 1.434, -0.938], [-1.078, 0.668, -0.360], [-2.878, 1.259, -0.497], [-2.032, -0.734, 1.116], [2.568, -1.156, -0.380]], "atomic_forces_ev_per_a": [[-0.11, 0.05, -0.17], [-0.05, 0.11, -0.15], [-0.08, -0.10, 0.10], [0.12, 0.11, 0.04], [-0.05, -0.19, 0.16], [-0.01, -0.08, 0.07], [-0.02, 0.05, -0.19], [-0.08, -0.03, 0.16], [0.03, -0.17, 0.13], [0.14, 0.04, -0.10], [0.16, 0.10, -0.11], [-0.04, 0.11, 0.05]], "nbo_charge": [-0.251, 0.416, 0.511, -0.542, -0.523, 0.394, -0.824, -0.656, 0.405, 0.478, 0.214, 0.378], "orbital_gap_ev": 8.659, "homo_ev": -7.8, "relative_energy_kcal_mol": 14.69, "smiles": "Nc1nc(O)c[nH]1", "e_lumo_ev": 0.9}


(4)
{"formula": "C3H5N3O", "method": "the ωB97M-V functional and the def2-TZVPD basis", "species": ["H", "N", "H", "H", "H", "N", "C", "O", "C", "N", "H", "C"], "coordinates": [[1.643, -1.039, -0.486], [0.705, 0.015, 1.716], [0.436, 0.452, 2.600], [2.172, 1.126, -0.508], [-1.997, -0.739, -1.895], [-1.629, 0.209, 1.198], [-0.182, -0.629, -0.451], [-2.275, -0.071, 0.002], [-1.538, -0.513, -0.942], [0.825, -1.053, -1.104], [2.035, 1.049, 0.222], [-0.317, -0.113, 0.952]], "atomic_forces_ev_per_a": [[-0.06, -0.03, -0.10], [-0.18, 0.05, 0.30], [0.01, -0.10, 0.03], [0.09, 0.14, 0.02], [0.05, 0.01, 0.14], [0.27, -0.08, -0.27], [-0.70, 0.04, -0.19], [-0.82, 0.45, 0.84], [1.09, -0.36, -0.38], [0.21, -0.10, 0.15], [0.12, 0.10, -0.14], [-0.07, -0.13, -0.40]], "nbo_charge": [0.362, -0.583, 0.355, -0.026, 0.217, -0.187, 0.078, -0.195, 0.202, -0.485, 0.016, 0.245], "orbital_gap_ev": [6.730, 8.156], "homo_ev": [-8.8, -9.6], "relative_energy_kcal_mol": 133.67, "e_lumo_ev": [-2.0, -1.5]}


(5)
{"formula": "C3H5N3O", "method": "the ωB97M-V functional and the def2-TZVPD basis", "species": ["C", "H", "N", "O", "C", "H", "H", "N", "H", "C", "H", "N"], "coordinates": [[-1.921, 0.464, 0.012], [1.344, -0.618, -1.034], [0.722, -1.454, -1.064], [0.074, 1.338, 1.907], [-0.783, -0.219, 0.069], [-2.680, 0.230, -0.725], [2.412, 1.169, 0.539], [-0.371, -1.374, -0.373], [-2.063, 1.322, 0.654], [0.573, 0.833, 0.945], [1.110, -2.386, -1.120], [1.584, 0.695, 0.190]], "atomic_forces_ev_per_a": [[0.21, -0.06, -0.04], [-0.16, -0.09, 0.01], [-0.21, 0.17, 0.20], [0.09, -0.32, -0.52], [-0.13, 0.08, -0.03], [0.03, -0.01, 0.02], [-0.13, -0.01, 0.06], [0.40, -0.01, -0.10], [0.06, -0.02, 0.01], [0.08, 0.30, 0.43], [-0.08, 0.08, 0.02], [-0.16, -0.09, -0.06]], "nbo_charge": [-0.381, 0.429, -0.492, -0.563, 0.013, 0.207, 0.394, -0.080, 0.230, 0.764, 0.383, -0.901], "orbital_gap_ev": [8.286, 8.288], "homo_ev": [-9.3, -9.3], "relative_energy_kcal_mol": 99.29, "e_lumo_ev": [-1.0, -1.0]}


(6)
{"formula": "C3H5N3OS", "method": "the ωB97M-V functional and the def2-TZVPD basis", "species": ["O", "H", "N", "H", "C", "H", "H", "S", "C", "N", "H", "C", "N"], "coordinates": [[-1.324, 0.641, 0.060], [-3.997, 0.568, 1.619], [-2.094, -0.624, -0.475], [-3.951, -1.231, -0.183], [0.030, 0.345, -0.146], [1.657, -2.473, 0.289], [3.369, -1.729, 0.781], [1.059, 1.602, -0.038], [1.674, -1.359, 0.062], [2.765, -0.771, 0.186], [-0.568, -1.505, -0.643], [-3.386, -0.381, 0.350], [0.361, -0.894, -0.186]], "atomic_forces_ev_per_a": [[0.83, -3.40, -2.27], [2.17, -2.54, -3.86], [-6.72, 5.82, 7.14], [-0.44, 1.48, 1.68], [-0.71, 4.90, 1.48], [-0.79, 1.25, -0.51], [-1.52, 3.98, -2.62], [-0.16, 0.55, -0.16], [-1.92, -3.96, 0.46], [3.24, -2.51, 2.72], [3.72, 1.41, 2.00], [4.22, -2.47, -3.59], [-1.92, -4.50, -2.48]], "nbo_charge": [-0.394, 0.301, -0.249, 0.195, 0.346, 0.145, 0.332, -0.097, 0.241, -0.559, 0.462, -0.062, -0.660], "orbital_gap_ev": 6.380, "homo_ev": -7.9, "relative_energy_kcal_mol": 248.33, "e_lumo_ev": -1.5}


(7)
{"formula": "C3H5N3OS", "method": "the ωB97M-V functional and the def2-TZVPD basis", "species": ["C", "C", "S", "N", "H", "N", "H", "N", "C", "H", "H", "O", "H"], "coordinates": [[0.462, -0.758, 0.599], [-0.211, 0.738, -1.013], [-2.149, 0.218, 1.040], [1.407, -0.658, -0.369], [1.547, 1.880, -2.287], [-0.654, 0.078, 0.181], [2.418, -0.552, 0.053], [0.273, -1.331, 1.733], [1.117, 0.399, -1.241], [-1.537, 0.928, 2.018], [1.133, -1.818, 2.206], [2.023, 0.727, -2.230], [-0.755, 1.373, -1.660]], "atomic_forces_ev_per_a": [[-4.14, 0.52, 2.18], [2.66, -0.39, 0.23], [1.85, 0.32, -0.57], [5.10, 0.78, 0.96], [2.74, -5.14, -0.38], [1.07, -0.73, -1.54], [-2.47, -0.80, -1.16], [3.12, -1.04, 0.89], [-3.15, -0.53, 0.25], [-0.57, -0.09, 0.10], [-1.99, 1.07, -1.71], [-3.32, 5.59, 0.82], [-0.89, 0.44, -0.08]], "nbo_charge": [0.552, -0.179, 0.245, -0.606, 0.498, -0.568, 0.408, -0.766, 0.367, 0.115, 0.352, -0.636, 0.219], "orbital_gap_ev": 7.455, "homo_ev": -7.5, "relative_energy_kcal_mol": 90.57, "e_lumo_ev": 0.0}


(8)
{"formula": "C3H5N3OS", "method": "the ωB97M-V functional and the def2-TZVPD basis", "species": ["N", "H", "H", "S", "H", "N", "C", "H", "H", "N", "C", "C", "O"], "coordinates": [[0.891, -0.377, 0.856], [-1.826, 0.074, 1.101], [2.202, 2.221, -0.311], [0.297, 0.821, -1.338], [1.605, -0.777, 1.357], [2.183, 1.580, 0.412], [-1.230, 0.291, -1.055], [0.392, -1.964, -0.213], [-2.132, -1.357, -0.063], [-0.019, -1.426, 0.476], [-1.372, -0.674, 0.170], [1.251, 0.679, -0.002], [-2.242, 0.909, -1.389]], "atomic_forces_ev_per_a": [[-1.26, 0.42, -1.59], [1.94, -2.47, -2.45], [0.38, 2.21, -1.74], [2.09, 2.74, -5.66], [2.05, -0.48, 1.70], [-3.13, -4.98, -0.40], [-5.08, 0.07, 4.33], [0.29, -1.17, -2.33], [-0.99, -1.15, -0.18], [-2.95, 4.45, 2.44], [1.83, 1.24, 0.99], [3.17, 0.44, 5.84], [1.66, -1.32, -0.95]], "nbo_charge": [-0.458, 0.261, 0.330, 0.359, 0.391, -0.642, 0.290, 0.355, 0.229, -0.455, -0.321, 0.168, -0.507], "orbital_gap_ev": 9.257, "homo_ev": -9.3, "relative_energy_kcal_mol": 94.65, "smiles": "[H]/N=C1/NNCC(=O)S1", "e_lumo_ev": -0.1}